{
  "formula": "C15H28F5N4O3TeV",
  "method": "ωB97M-V/def2-TZVPD",
  "e_tot_ha": -2744.04975,
  "total_charge": 2,
  "gap_ev": [9.0, 9.4],
  "s_squared": 2.014,
  "de_lowest_kcal_mol": 20.4,
  "multiplicity": 3,
  "elements": ["V", "C", "C", "N", "C", "C", "C", "C", "C", "C", "C", "N", "C", "C", "N", "N", "H", "H", "H", "H", "H", "H", "H", "H", "H", "H", "H", "H", "H", "H", "H", "H", "H", "H", "C", "O", "C", "C", "O", "C", "H", "H", "H", "H", "H", "H", "H", "H", "H", "H", "F", "Te", "F", "F", "F", "F", "O"],
  "xyz": [[-0.0140, -0.3588, 0.4079], [2.8280, 0.4813, 1.1678], [3.0164, -0.9363, 0.6727], [1.8974, -1.3282, -0.2366], [2.1657, -1.0063, -1.6511], [1.6973, 0.3840, -1.9381], [2.2079, 1.1655, -2.9498], [1.6672, 2.4281, -3.1621], [0.6296, 2.8665, -2.3602], [0.1579, 2.0279, -1.3642], [-1.0073, 2.3760, -0.4911], [-1.0174, 1.5252, 0.7191], [-0.4396, 2.1632, 1.9324], [1.0643, 2.0934, 1.8370], [1.4385, 0.6586, 1.6768], [0.6858, 0.8137, -1.1503], [3.5592, 0.7076, 1.9450], [2.9799, 1.1977, 0.3602], [3.9742, -1.0223, 0.1568], [3.0563, -1.6439, 1.4986], [1.7790, -2.3391, -0.1624], [3.2233, -1.1248, -1.8896], [1.6119, -1.7101, -2.2752], [3.0207, 0.7935, -3.5590], [2.0594, 3.0627, -3.9463], [0.1850, 3.8432, -2.4966], [-1.0132, 3.4358, -0.2312], [-1.9247, 2.1734, -1.0492], [-2.0005, 1.3122, 0.8884], [-0.7908, 3.1910, 2.0333], [-0.7847, 1.5970, 2.8009], [1.4275, 2.6409, 0.9661], [1.5434, 2.5202, 2.7182], [1.3978, 0.2619, 2.6178], [-1.1388, -1.2525, -2.6703], [-1.6042, -0.8180, -1.3750], [-2.9003, -1.4170, -1.1045], [-3.9011, -0.4415, -0.5091], [-3.5096, 0.2153, 0.7073], [-3.0428, -0.6292, 1.6973], [-1.9201, -1.1015, -3.4129], [-0.8647, -2.3083, -2.6353], [-0.2895, -0.6418, -2.9531], [-2.7624, -2.3219, -0.5135], [-3.3339, -1.7395, -2.0513], [-4.8338, -0.9838, -0.3322], [-4.1049, 0.3640, -1.2117], [-3.6543, -1.5223, 1.8317], [-2.9646, -0.0721, 2.6271], [-1.5982, -2.0116, 1.0731], [2.0737, -2.3883, 3.9463], [0.7574, -2.5191, 2.6308], [-0.2338, -1.2996, 3.8168], [-0.2970, -3.8522, 3.3051], [1.9068, -3.8147, 1.8122], [-0.3389, -2.6381, 0.5235], [-1.7265, -1.0569, 1.3118]],
  "forces_ev_per_angstrom": [[-0.6, -1.0, -1.1], [-0.1, 0.0, 0.0], [0.0, 0.0, -0.1], [0.0, 0.2, 0.3], [0.1, 0.0, 0.1], [-0.1, 0.1, 0.1], [0.0, 0.0, 0.0], [0.1, 0.0, -0.1], [-0.1, 0.0, 0.1], [0.0, 0.1, -0.1], [0.0, -0.1, 0.0], [0.2, 0.0, 0.1], [0.0, 0.0, -0.1], [0.1, -0.1, 0.0], [-0.1, 0.0, 0.2], [0.3, 0.2, -0.3], [0.0, 0.0, 0.0], [0.0, 0.0, 0.0], [0.0, 0.0, 0.0], [0.0, 0.0, 0.0], [-0.1, 0.0, 0.0], [0.0, 0.0, 0.0], [0.0, 0.0, 0.0], [0.0, 0.0, 0.0], [0.0, 0.0, 0.0], [0.0, 0.0, 0.0], [0.0, 0.0, 0.0], [0.0, 0.0, 0.0], [0.0, -0.1, 0.0], [0.0, 0.0, 0.0], [0.0, 0.0, 0.0], [0.0, 0.0, 0.0], [0.0, 0.0, 0.0], [0.0, 0.0, 0.0], [0.0, 0.0, 0.1], [-0.2, 0.0, 0.0], [0.1, 0.1, 0.0], [0.1, 0.0, 0.1], [-0.1, 0.0, 0.0], [0.1, -0.1, -0.2], [0.0, 0.0, 0.0], [0.0, 0.0, 0.0], [0.0, 0.0, 0.0], [0.0, 0.0, 0.0], [0.0, 0.0, 0.0], [0.0, 0.0, 0.0], [0.0, 0.0, 0.0], [-0.1, 0.0, 0.0], [0.0, 0.0, 0.0], [-0.2, 0.0, 0.0], [-0.1, -0.2, 0.0], [0.6, 0.3, 1.0], [-0.1, 0.0, -0.1], [0.1, -0.1, -0.1], [-0.1, -0.1, 0.0], [0.3, 0.2, -0.7], [-0.1, 0.5, 0.9]]
}



{
  "formula": "C12H29N4NiO9P",
  "method": "ωB97M-V/def2-TZVPD",
  "e_tot_ha": -3220.09258,
  "total_charge": 0,
  "gap_ev": [5.1, 5.5],
  "s_squared": 2.059,
  "multiplicity": 3,
  "elements": ["O", "H", "Ni", "N", "N", "N", "N", "O", "O", "O", "O", "C", "C", "C", "C", "C", "H", "H", "H", "C", "H", "H", "H", "C", "C", "H", "H", "H", "H", "H", "H", "H", "H", "C", "H", "H", "H", "O", "H", "H", "C", "O", "P", "O", "C", "O", "C", "H", "H", "H", "H", "H", "H", "H", "H", "H"],
  "xyz": [[-1.6653, -3.4282, -1.5697], [-2.5199, -3.7674, -1.9407], [-0.6098, -0.0431, 0.0244], [-0.7338, -0.2312, -2.0837], [1.2464, -1.2358, -0.8398], [-1.7462, 0.7098, 1.4668], [0.3117, -0.5892, 1.8536], [-1.7254, 0.3292, -2.6070], [-2.7124, 1.4312, 1.0750], [1.6007, -0.9359, 2.0398], [2.3315, -1.5963, -0.2443], [1.2236, -1.4882, -2.1659], [0.0302, -1.0794, -2.8214], [-1.5041, 0.4741, 2.7793], [-0.2496, -0.1577, 3.0000], [-0.3554, -1.4774, -4.2085], [-1.0075, -2.3667, -4.2119], [0.5299, -1.7244, -4.8107], [-0.8926, -0.6450, -4.6757], [2.4167, -2.1222, -2.7903], [2.5352, -3.1626, -2.4613], [3.3329, -1.5854, -2.5086], [2.3547, -2.1166, -3.8771], [-2.4474, 0.9453, 3.8223], [0.4624, -0.1826, 4.3060], [-3.4919, 0.6895, 3.5703], [-2.3988, 2.0411, 3.9544], [-2.2158, 0.4878, 4.7962], [1.4682, -0.5766, 4.1628], [-0.0561, -0.7952, 5.0595], [0.5423, 0.8381, 4.7173], [-2.7457, -0.0045, -0.4560], [1.9230, -1.2397, 1.0940], [-0.7125, -3.9172, 0.2454], [0.0846, -4.3761, -0.3187], [-1.7790, -3.9716, 0.2871], [-0.2357, -3.3712, 1.0573], [-2.2809, -0.8787, -0.3195], [-1.8882, -2.4976, -1.3634], [-2.5119, -1.1281, 0.5984], [-0.9553, 3.6563, 0.5863], [0.1545, 2.7698, 0.7969], [0.5740, 1.6356, -0.2223], [2.0964, 1.3251, 0.0387], [2.8365, 1.9713, 1.0825], [0.3840, 2.1452, -1.7070], [1.2338, 3.1070, -2.3351], [-1.2598, 3.9928, 1.5850], [-1.8257, 3.1904, 0.0990], [-0.6192, 4.5091, -0.0166], [2.7043, 3.0655, 1.0692], [2.5614, 1.5779, 2.0680], [3.8832, 1.7433, 0.8897], [0.9089, 4.1257, -2.0854], [2.2982, 2.9795, -2.0772], [1.1169, 2.9511, -3.4071]],
  "forces_ev_per_angstrom": [[-2.4, 0.9, -3.1], [1.0, 0.3, 0.2], [2.1, -1.5, -0.9], [1.2, -0.7, -2.0], [-0.4, -0.9, -3.1], [1.0, 1.0, 2.2], [-0.6, 0.9, 3.5], [-1.1, 0.2, 0.2], [-1.2, -0.4, 0.0], [0.3, -0.4, -0.6], [0.2, 0.2, 1.2], [0.5, 0.2, 3.1], [-1.3, 1.7, 1.8], [-1.4, 0.6, -2.6], [1.5, -1.2, -2.8], [-0.1, 0.3, -0.2], [0.1, 0.3, 0.2], [-0.3, 0.1, 0.2], [0.0, -0.2, 0.0], [0.1, -0.1, -0.3], [0.0, 0.2, 0.1], [-0.3, -0.1, 0.1], [-0.1, 0.0, 0.0], [-0.3, 0.2, 0.5], [0.1, 0.1, 0.4], [0.4, 0.2, 0.0], [-0.1, -0.3, -0.1], [0.0, 0.1, -0.3], [-0.2, 0.0, 0.1], [0.0, 0.2, -0.3], [-0.1, -0.3, -0.1], [0.0, -0.7, -0.1], [0.6, -0.3, -0.1], [1.8, 0.3, 3.0], [-0.8, -0.5, -0.5], [0.3, -1.0, 0.3], [-0.2, 0.3, 0.2], [-1.8, -0.9, 0.8], [0.3, -0.4, -0.2], [-0.3, -0.1, -0.5], [-0.5, 0.7, -0.1], [0.7, 0.2, -0.1], [-0.2, -0.4, -0.5], [-0.3, 1.0, 0.1], [0.5, 0.4, 0.4], [0.6, 0.4, 0.5], [0.3, 0.5, -0.3], [0.1, -0.1, -0.4], [0.6, -0.1, 0.2], [0.0, -0.1, 0.2], [-0.1, -0.4, -0.1], [-0.1, 0.0, -0.3], [-0.1, -0.1, 0.0], [0.1, -0.2, 0.0], [-0.5, -0.1, 0.1], [0.0, 0.0, 0.1]]
}